Entry 1:
The following is a DFT calculation (ωB97M-V with the def2-TZVPD basis set) of a cluster of 2 separate species, C3H10NO2P in total.

For the energy above the lowest of the compared OMol25 structures with the same formula, charge and spin, the calculation gives 118.7 kcal per mole. The HOMO energy (alpha / beta) is -5.7903 / -6.7369 eV. For the calculated total energy, the calculation gives -18144.7462 eV. Its largest force on an atom is 4.06 eV/Å.

Each atom is followed by the atoms it is bonded to, with distances in Å.
Positions of all 17 atoms, in Å:
1 C 0.944 -0.871 0.820  C3 1.435, H8 1.125, H9 1.123, H10 1.086
2 C 0.998 0.104 -1.441  C3 1.451, H11 1.134, H12 1.176, H13 1.090
3 C 0.851 0.296 -0.009  C1 1.435, C2 1.451, N4 1.336
4 N 0.832 1.523 0.519  C3 1.336, H14 1.058, H16 1.063
5 O -2.647 -1.298 0.137  P7 1.766, H15 0.975
6 O -2.279 1.144 0.705  P7 1.629, H17 0.965
7 P -2.102 0.204 -0.613  O5 1.766, O6 1.629
8 H -0.002 -1.242 1.302  C1 1.125
9 H 1.752 -0.763 1.594  C1 1.123
10 H 1.337 -1.724 0.275  C1 1.086
11 H 0.464 0.832 -2.127  C2 1.134
12 H 0.379 -0.867 -1.680  C2 1.176
13 H 2.032 -0.159 -1.666  C2 1.090
14 H 1.177 1.539 1.520  N4 1.058
15 H -3.124 -1.644 -0.640  O5 0.975
16 H 1.208 2.348 -0.036  N4 1.063
17 H -1.820 0.579 1.339  O6 0.965



Entry 2:
The following is a DFT calculation (ωB97M-V with the def2-TZVPD basis set) of a cluster of 3 separate species, C25H33N3O2PS in total.

The HOMO energy is -11.5826 eV. For the calculated total energy, the calculation gives -55129.2663 eV. The charge is +1. Its largest force on an atom is 8.52 eV/Å.

Each atom is followed by the atoms it is bonded to, with distances in Å.
Positions of all 65 atoms, in Å:
1 C 0.312 -2.827 0.944  C2 1.673, H21 1.194, H22 1.180, H23 1.170
2 C 0.629 -3.122 -0.672  C1 1.673, C3 1.649, H24 1.170, H25 1.194
3 C -0.104 -2.038 -1.674  C2 1.649, S4 1.911, C5 1.646, N14 1.527
4 S -1.948 -2.069 -1.171  C3 1.911, H26 1.429
5 C -0.047 -2.682 -3.187  C3 1.646, O6 1.472, H27 1.178, H28 1.191
6 O 0.237 -1.713 -4.258  C5 1.472, C7 1.471
7 C -0.602 -0.530 -4.010  O6 1.471, C8 1.644, H29 1.170, H30 1.194
8 C -0.058 0.300 -2.699  C7 1.644, C9 1.665, P12 1.949, N14 1.543
9 C 1.088 1.404 -3.190  C8 1.665, C10 1.673, H31 1.175, H32 1.194
10 C 0.397 2.545 -4.199  C9 1.673, O11 1.341, H33 1.194
11 O 0.463 3.867 -3.980  C10 1.341
12 P -1.543 1.393 -2.070  C8 1.949, N13 1.618, H34 1.463, H35 1.440
13 N -2.612 1.641 -3.260  P12 1.618, H36 1.048
14 N 0.467 -0.625 -1.582  C3 1.527, C8 1.543, C15 1.512, H37 1.065
15 C 1.968 -0.568 -1.409  N14 1.512, C16 1.674, C20 1.662
16 C 3.069 -1.258 -2.463  C15 1.674, C17 1.628, H38 1.181
17 C 4.635 -1.085 -2.049  C16 1.628, N18 1.490, H39 1.196
18 N 5.280 -0.450 -0.866  C17 1.490, C19 1.491
19 C 4.357 0.186 0.118  N18 1.491, C20 1.626, H40 1.187
20 C 2.750 0.144 -0.127  C15 1.662, C19 1.626, H41 1.189
21 H -0.679 -3.442 1.195  C1 1.194
22 H 1.143 -3.280 1.649  C1 1.180
23 H 0.055 -1.706 1.161  C1 1.170
24 H 1.765 -3.299 -0.890  C2 1.170
25 H 0.093 -4.167 -0.886  C2 1.194
26 H -2.036 -1.407 0.092  S4 1.429
27 H -1.043 -3.291 -3.343  C5 1.178
28 H 0.825 -3.492 -3.163  C5 1.191
29 H -0.647 0.087 -5.003  C7 1.170
30 H -1.719 -0.904 -3.812  C7 1.194
31 H 1.939 0.908 -3.830  C9 1.175
32 H 1.507 2.044 -2.273  C9 1.194
33 H -0.191 2.218 -5.185  C10 1.194
34 H -0.975 2.680 -1.668  P12 1.463
35 H -2.128 0.802 -0.894  P12 1.440
36 H -3.532 1.272 -2.920  N13 1.048
37 H 0.051 -0.216 -0.691  N14 1.065
38 H 2.717 -1.821 -3.439  C16 1.181
39 H 5.400 -1.553 -2.840  C17 1.196
40 H 4.771 0.708 1.100  C19 1.187
41 H 2.066 0.638 0.711  C20 1.189
42 C 3.391 2.490 5.945  C43 1.395, C47 1.395, H48 1.087
43 C 4.463 1.868 5.305  C42 1.395, C44 1.395, H49 1.087
44 C 4.229 0.980 4.256  C43 1.395, C45 1.395, H50 1.087
45 C 2.923 0.720 3.840  C44 1.395, C46 1.395, H51 1.087
46 C 1.852 1.345 4.477  C45 1.395, C47 1.395, H52 1.087
47 C 2.084 2.227 5.532  C42 1.395, C46 1.395, H53 1.086
48 H 3.573 3.180 6.765  C42 1.087
49 H 5.481 2.076 5.625  C43 1.087
50 H 5.064 0.490 3.762  C44 1.087
51 H 2.741 0.031 3.019  C45 1.087
52 H 0.834 1.144 4.152  C46 1.087
53 H 1.249 2.709 6.032  C47 1.086
54 C -4.906 1.048 2.615  C55 1.395, C59 1.395, H60 1.087
55 C -4.173 0.169 1.818  C54 1.395, C56 1.395, H61 1.087
56 C -4.768 -0.429 0.708  C55 1.395, C57 1.395, H62 1.087
57 C -6.095 -0.139 0.388  C56 1.395, C58 1.395, H63 1.087
58 C -6.827 0.743 1.183  C57 1.395, C59 1.395, H64 1.087
59 C -6.234 1.333 2.299  C54 1.395, C58 1.395, H65 1.086
60 H -4.442 1.511 3.483  C54 1.087
61 H -3.137 -0.051 2.063  C55 1.087
62 H -4.199 -1.118 0.091  C56 1.087
63 H -6.558 -0.601 -0.480  C57 1.087
64 H -7.861 0.969 0.933  C58 1.087
65 H -6.806 2.015 2.921  C59 1.086